{
  "formula": "C39H59BN5O7P2Pd",
  "method": "wB97M-V/def2-TZVPD",
  "e_lumo_ev": [-4.73, -4.69],
  "fmax_ha_per_bohr": 0.02918,
  "charge": 1,
  "elements": ["Pd", "P", "P", "O", "O", "O", "O", "O", "O", "O", "N", "N", "N", "N", "N", "C", "C", "C", "C", "C", "C", "C", "C", "C", "C", "C", "C", "C", "C", "C", "C", "C", "C", "C", "C", "C", "C", "C", "C", "C", "C", "C", "C", "C", "C", "C", "C", "C", "C", "C", "C", "C", "C", "C", "B", "H", "H", "H", "H", "H", "H", "H", "H", "H", "H", "H", "H", "H", "H", "H", "H", "H", "H", "H", "H", "H", "H", "H", "H", "H", "H", "H", "H", "H", "H", "H", "H", "H", "H", "H", "H", "H", "H", "H", "H", "H", "H", "H", "H", "H", "H", "H", "H", "H", "H", "H", "H", "H", "H", "H", "H", "H", "H", "H"],
  "xyz": [[-0.09, -0.02, 0.02], [0.51, 0.30, -2.33], [0.64, 0.27, 2.45], [-2.61, -2.49, -0.68], [1.77, -2.24, 0.50], [-6.08, 4.94, 0.55], [-0.01, -6.33, 0.23], [-4.75, 6.61, 0.29], [-2.45, -0.03, 0.41], [-0.62, 2.04, -0.38], [2.71, -0.71, -1.26], [-0.42, -2.25, -0.08], [2.86, -0.12, 0.99], [-4.99, 5.43, 0.35], [0.82, -4.24, 0.28], [0.54, 2.04, 3.07], [0.16, -0.46, 5.17], [4.98, 1.21, 0.78], [-1.60, -3.03, -0.33], [1.95, 2.71, -1.66], [-1.68, 2.75, -0.14], [-0.37, -0.03, -5.03], [-3.86, 4.51, 0.19], [-2.49, -4.87, 1.10], [0.57, -2.27, 3.55], [-1.96, -4.39, 2.44], [-1.40, -5.17, -2.62], [3.94, 0.41, 0.32], [1.21, 2.01, -2.81], [-0.79, -0.21, -3.56], [-0.93, 2.45, 3.20], [-1.52, 4.17, -0.22], [4.85, 0.44, -1.95], [-1.59, -4.56, -0.12], [-2.58, 5.02, -0.06], [3.86, 0.04, -1.05], [-1.57, -0.97, 3.45], [-2.21, -5.27, -1.34], [-0.23, -5.16, 0.14], [-0.06, -0.89, 3.72], [0.68, -2.90, 0.20], [-1.05, -1.70, -3.35], [-3.29, 0.87, 0.37], [1.23, 2.90, 2.00], [5.88, 1.22, -1.47], [-2.10, 0.52, -3.26], [0.09, 2.97, -3.26], [5.94, 1.61, -0.12], [-2.98, 2.28, 0.14], [-4.06, 3.16, 0.29], [2.22, 1.87, -3.96], [1.25, 2.32, 4.40], [1.96, -0.85, -2.50], [2.50, 0.04, 2.38], [2.08, -0.88, 0.05], [0.96, 3.94, 2.18], [-1.42, 1.93, 4.03], [-1.49, 2.24, 2.29], [-0.27, 1.01, -5.32], [-1.01, -4.86, 2.69], [-0.19, -1.27, 5.82], [-0.98, 3.52, 3.39], [0.44, -2.67, 2.54], [2.24, 1.86, 4.48], [-0.40, -5.58, -2.50], [2.96, 0.95, 2.76], [6.77, 2.22, 0.22], [-0.33, 2.69, -4.22], [0.55, 3.95, -3.39], [-1.32, -1.91, -2.32], [6.67, 1.53, -2.14], [-2.07, -0.03, 3.66], [2.34, 3.65, -2.05], [-2.63, -5.95, 1.12], [2.40, 2.87, -4.36], [0.92, 2.65, 1.00], [2.84, -0.79, 3.00], [-0.20, -2.31, -3.65], [5.05, 1.49, 1.83], [-1.89, -1.98, -3.98], [-2.07, 1.59, -3.48], [0.55, -0.55, -5.26], [-2.89, 0.08, -3.87], [-2.38, 0.40, -2.21], [-0.42, 0.43, 5.43], [-0.71, 3.06, -2.54], [0.06, -2.96, 4.23], [-2.00, -1.73, 4.11], [2.32, 2.84, 2.07], [4.82, 0.13, -2.98], [-1.89, -5.72, -3.42], [-0.53, 4.55, -0.41], [1.63, -2.29, 3.79], [-2.33, -6.32, -1.05], [-1.79, -1.24, 2.42], [-1.83, -3.31, 2.45], [-2.45, 6.09, -0.13], [-1.15, -0.46, -5.66], [-4.36, 0.63, 0.54], [1.74, -4.62, 0.50], [-1.32, -4.14, -2.95], [1.58, -1.87, -2.58], [-3.46, -4.41, 0.89], [-2.66, -4.64, 3.23], [-5.05, 2.78, 0.50], [2.79, 2.14, -1.28], [0.68, 2.03, 5.27], [1.87, 1.26, -4.79], [1.27, 2.93, -0.85], [2.59, -0.66, -3.37], [3.18, 1.49, -3.62], [1.20, -0.27, 5.41], [1.41, 3.40, 4.46], [-3.20, -4.85, -1.47]],
  "mulliken_charge": [0.60, 0.51, 0.68, -0.41, -0.50, -0.62, -0.59, -0.63, -0.44, 1.64, 0.10, 3.84, 0.49, 1.03, 0.19, 2.00, -1.93, -0.95, -2.62, -1.37, -0.63, -2.03, -1.03, -1.63, -2.00, -1.07, -1.13, 1.11, 2.90, 2.47, -2.10, -0.01, -0.50, 2.50, -0.53, -0.10, -1.57, -1.44, -0.48, 2.44, -1.73, -1.97, -0.73, -1.13, -0.94, -1.97, -2.01, -0.87, 0.92, -0.59, -1.73, -1.79, -1.57, -1.64, 0.95, 0.67, 0.35, 0.39, 0.43, 0.30, 0.55, 0.51, 0.23, 0.26, 0.32, 0.39, 0.42, 0.40, 0.54, -0.13, 0.44, 0.40, 0.82, 0.47, 0.59, -0.45, 0.31, 0.43, 0.51, 0.88, 0.43, 0.40, 0.63, 0.01, 0.32, 0.13, 0.58, 0.52, 0.36, 0.55, 0.55, 0.53, 0.56, 0.45, -0.26, -0.02, 0.55, 0.47, 0.24, 0.34, 0.08, 0.38, 0.47, 0.64, 0.63, -0.37, 0.39, 0.19, -0.42, 0.52, 0.25, 0.35, 0.53, 0.56]
}


{
  "formula": "CH4FNO",
  "method": "wB97M-V/def2-TZVPD",
  "spin_multiplicity": 3,
  "e_lumo_ev": [1.18, -2.40],
  "fmax_ha_per_bohr": 0.04721,
  "s_squared": 2.01,
  "elements": ["F", "O", "N", "C", "H", "H", "H", "H"],
  "xyz": [[-0.45, -0.67, 2.67], [-0.86, 0.20, 1.76], [-0.78, -0.30, -0.52], [0.53, 0.01, -0.83], [0.88, 0.98, -0.31], [0.60, -0.07, -1.89], [1.21, -0.75, -0.53], [-1.13, 0.60, -0.35]],
  "mulliken_spin": [0.12, 0.89, 0.91, -0.02, 0.00, 0.08, 0.03, -0.01]
}


{
  "formula": "C11H19NO6",
  "method": "wB97M-V/def2-TZVPD",
  "smiles": "CCNC(=O)O.O=C1CCCO1.O=C1CCCO1",
  "e_lumo_ev": 0.21,
  "fmax_ha_per_bohr": 0.01481,
  "elements": ["O", "O", "O", "O", "O", "O", "N", "C", "C", "C", "C", "C", "C", "C", "C", "C", "C", "C", "H", "H", "H", "H", "H", "H", "H", "H", "H", "H", "H", "H", "H", "H", "H", "H", "H", "H", "H"],
  "xyz": [[-4.47, -2.90, -1.23], [-0.42, -0.13, 3.70], [3.34, 3.84, -0.03], [3.19, 1.95, -1.22], [-2.74, -2.16, -2.43], [-0.79, -1.06, 1.68], [0.14, 1.04, 1.82], [-0.33, -0.05, 2.51], [1.51, 2.53, -2.76], [-3.15, -2.69, -1.44], [-3.36, -4.11, 0.47], [2.63, 1.54, -2.48], [2.60, 0.77, 2.35], [2.05, 3.80, -2.10], [-2.36, -3.20, -0.25], [2.92, 3.26, -0.98], [-4.69, -3.46, 0.08], [1.37, 1.68, 2.27], [3.42, 1.58, -3.23], [-3.31, -5.12, 0.06], [-2.09, -2.34, 0.36], [-4.97, -2.65, 0.76], [0.59, 2.21, -2.27], [-1.47, -3.72, -0.58], [-5.52, -4.16, 0.02], [0.07, 0.91, 0.82], [1.20, 2.15, 3.24], [3.24, 0.88, 1.47], [2.68, 4.39, -2.77], [1.58, 2.51, 1.58], [3.18, 1.03, 3.24], [-0.01, -1.46, 1.25], [1.30, 2.64, -3.82], [2.34, -0.29, 2.45], [2.29, 0.51, -2.38], [-3.22, -4.17, 1.55], [1.27, 4.44, -1.69]],
  "nbo_charge": [-0.49, -0.58, -0.56, -0.50, -0.57, -0.74, -0.64, 0.88, -0.43, 0.79, -0.43, -0.07, -0.63, -0.53, -0.54, 0.79, -0.07, -0.23, 0.18, 0.21, 0.26, 0.18, 0.21, 0.24, 0.20, 0.38, 0.21, 0.22, 0.24, 0.21, 0.22, 0.49, 0.23, 0.20, 0.20, 0.23, 0.25]
}


{
  "formula": "C16H21BN2O4",
  "method": "wB97M-V/def2-TZVPD",
  "smiles": "C#CC(=O)N(C)CC(=O)N[C@@H](Cc1ccc(C)cc1C)B(O)O",
  "e_lumo_ev": 0.10,
  "fmax_ha_per_bohr": 0.11816,
  "elements": ["O", "O", "O", "O", "N", "N", "C", "C", "C", "C", "C", "C", "C", "C", "C", "C", "C", "C", "C", "C", "C", "C", "B", "H", "H", "H", "H", "H", "H", "H", "H", "H", "H", "H", "H", "H", "H", "H", "H", "H", "H", "H", "H", "H"],
  "xyz": [[-2.26, -2.03, 1.32], [2.25, -2.30, -0.69], [0.08, 0.53, -2.76], [-1.16, -1.75, 3.38], [1.71, -1.04, -3.21], [0.02, -2.08, -0.06], [-1.51, 1.82, -0.07], [2.80, -1.42, -4.02], [-2.02, 2.44, 1.05], [-0.47, 1.22, 2.48], [2.05, 1.36, -3.69], [0.06, 0.88, 3.84], [1.08, -2.17, -1.02], [0.96, -0.64, 1.57], [-0.42, 0.91, 0.15], [-1.47, 2.14, 2.29], [0.28, -1.91, 1.31], [0.83, -2.14, -2.54], [0.04, 0.53, 1.39], [2.83, 2.28, -4.01], [-3.23, 3.25, 0.87], [1.25, 0.27, -3.19], [-1.15, -1.95, 2.00], [-0.96, -1.85, -0.33], [-3.25, 3.69, -0.16], [3.75, -1.04, -3.52], [-1.91, 2.71, 3.12], [-0.15, 1.74, 4.46], [-0.17, -1.95, -2.76], [2.81, -2.48, -4.14], [-3.35, 4.12, 1.57], [0.04, 0.41, -0.68], [1.23, -3.11, -2.92], [1.72, -0.52, 0.81], [-4.11, 2.60, 0.99], [1.13, 0.74, 3.80], [3.50, 2.93, -4.49], [1.41, -0.70, 2.54], [-2.00, 1.97, -0.99], [2.64, -0.96, -4.98], [-2.13, -1.65, 3.56], [0.78, -2.83, 1.70], [-3.14, -2.05, 1.70], [-0.38, 0.00, 4.32]],
  "nbo_charge": [-0.90, -0.62, -0.62, -0.88, -0.39, -0.63, -0.21, -0.40, -0.03, -0.02, -0.10, -0.65, 0.67, -0.45, -0.21, -0.23, -0.38, -0.28, 0.03, -0.14, -0.63, 0.59, 1.12, 0.42, 0.22, 0.21, 0.20, 0.21, 0.22, 0.21, 0.21, 0.22, 0.23, 0.23, 0.21, 0.21, 0.24, 0.23, 0.21, 0.20, 0.47, 0.23, 0.51, 0.24]
}


Question: Number 1 is which compound?
Answer: C39H59BN5O7P2Pd


Question: Number 2 is which compound?
Answer: CH4FNO